# 1
A cluster of 2 separate species, C15H18O2 in total at a distorted geometry. Source: the OMol25 dataset; level of theory: ωB97M-V/def2-TZVPD.

CARTESIAN COORDINATES (ANGSTROEM)
C (2.12, -0.21, -0.51)
C (1.94, 1.24, -0.93)
C (1.03, -0.92, -1.33)
C (1.52, -1.56, -2.59)
C (-0.31, -0.77, -1.04)
C (0.53, -2.13, -3.38)
C (-1.25, -1.42, -1.87)
C (-0.79, -2.16, -2.94)
O (-1.72, -2.68, -3.86)
H (3.04, -0.62, -0.99)
H (2.01, -0.29, 0.64)
H (1.01, 1.59, -0.39)
H (2.57, -1.65, -2.83)
H (-0.70, -0.16, -0.24)
H (0.86, -2.46, -4.45)
H (-2.23, -1.58, -1.53)
H (-1.22, -3.26, -4.35)
H (1.65, 1.60, -1.86)
H (2.87, 1.78, -0.51)
C (0.25, -0.78, 3.45)
C (0.17, 1.55, 2.73)
C (-0.62, 0.30, 2.81)
C (-0.32, 2.43, 1.76)
C (-1.48, 2.20, 1.07)
C (-1.93, 0.18, 2.42)
C (-2.29, 1.06, 1.37)
O (-2.02, 2.88, 0.14)
H (1.06, 1.67, 3.28)
H (0.09, 3.46, 1.65)
H (1.23, -0.98, 3.07)
H (-0.23, -1.75, 3.55)
H (-2.51, -0.76, 2.56)
H (-1.51, 3.74, -0.22)
H (-3.22, 0.88, 0.75)
H (0.39, -0.43, 4.58)

<S²> = 0.760
DFT total energy = -19937.87998 eV
E_HOMO (spin up / spin down) = 0.55 / -2.98 eV
Total charge = -1
LUMO energy (spin up / spin down) = 2.921 / 2.912 eV
2S+1 = 2
Orbital gap (spin up / spin down) = 2.37 / 5.89 eV
ΔE to the lowest compared entry with this formula, charge and spin = 2.5063 eV

---

# 2
A structure of composition C15H19Br24IO2 at a distorted geometry. Source: the OMol25 dataset; level of theory: ωB97M-V/def2-TZVPD.

CARTESIAN COORDINATES (ANGSTROEM)
C (1.29, 2.60, -1.80)
C (1.57, 1.48, -0.59)
C (1.97, 0.08, -1.34)
I (4.00, 0.42, -2.19)
C (2.12, -1.22, -0.35)
C (3.10, -1.08, 1.00)
C (2.72, -2.59, 1.62)
O (1.24, -2.45, 1.74)
C (0.82, -1.83, 0.43)
O (-0.48, -1.88, 0.12)
H (1.12, 1.99, -2.81)
H (2.27, 3.22, -1.96)
H (0.36, 3.28, -1.57)
H (2.48, 1.84, 0.10)
H (0.59, 1.32, 0.06)
H (1.25, -0.16, -2.25)
H (2.63, -2.02, -1.08)
H (4.24, -0.84, 0.83)
H (2.72, -0.25, 1.78)
H (2.78, -3.39, 0.74)
H (3.33, -2.96, 2.55)
C (-0.11, 4.06, 2.03)
Br (1.54, 4.66, 1.20)
Br (-0.09, 2.15, 2.40)
Br (-0.53, 5.09, 3.63)
H (-0.92, 4.23, 1.31)
C (-1.86, 5.04, -3.55)
Br (-0.26, 4.71, -4.60)
Br (-1.44, 5.57, -1.73)
Br (-3.04, 6.33, -4.43)
H (-2.41, 4.10, -3.49)
C (0.61, -5.31, 4.22)
Br (-0.09, -5.77, 2.47)
Br (-0.82, -4.98, 5.51)
Br (1.88, -6.63, 4.87)
H (1.16, -4.36, 4.11)
C (1.41, -4.55, -2.65)
Br (2.72, -4.54, -1.21)
Br (1.17, -2.79, -3.43)
Br (1.84, -5.89, -4.01)
H (0.45, -4.84, -2.21)
C (-4.09, 1.60, 3.03)
Br (-4.15, 3.33, 3.92)
Br (-3.74, 1.79, 1.12)
Br (-2.84, 0.38, 3.88)
H (-5.09, 1.16, 3.12)
C (-2.36, -6.09, -5.68)
Br (-3.43, -5.52, -7.20)
Br (-1.13, -7.52, -6.15)
Br (-1.43, -4.60, -4.84)
H (-3.05, -6.50, -4.93)
C (0.86, -4.30, 9.00)
Br (2.52, -3.70, 8.17)
Br (0.89, -6.21, 9.37)
Br (0.44, -3.27, 10.60)
H (0.06, -4.13, 8.28)
C (-3.37, 10.36, -5.31)
Br (-1.55, 9.74, -5.59)
Br (-3.66, 12.12, -6.08)
Br (-4.68, 9.06, -5.94)
H (-3.52, 10.46, -4.23)

DFT total energy = -1709071.41558 eV
E_HOMO = -9.63 eV
LUMO energy = -0.467 eV
Orbital gap = 9.17 eV

---

# 3
A structure of composition C15H19ClOW at a distorted geometry. Source: the OMol25 dataset; level of theory: ωB97M-V/def2-TZVPD.

CARTESIAN COORDINATES (ANGSTROEM)
C (0.22, 0.66, -3.36)
C (1.60, 1.22, -3.68)
C (0.00, -0.68, -4.08)
C (-0.88, 1.66, -3.74)
Cl (0.10, 0.36, -1.51)
H (0.04, -0.52, -5.17)
H (-1.00, -1.10, -3.87)
H (0.78, -1.41, -3.84)
H (1.68, 1.40, -4.77)
H (2.40, 0.51, -3.43)
H (1.77, 2.19, -3.20)
H (-0.85, 1.85, -4.82)
H (-0.72, 2.63, -3.25)
H (-1.88, 1.27, -3.51)
C (1.70, -1.41, 3.08)
C (0.96, -2.24, 2.15)
C (1.12, -1.68, 0.84)
H (0.46, -3.17, 2.40)
C (1.87, -0.46, 0.97)
C (2.22, -0.29, 2.35)
H (2.79, 0.56, 2.75)
H (1.91, -1.65, 4.12)
H (0.82, -2.13, -0.10)
H (2.21, 0.18, 0.15)
C (-2.04, 1.14, 2.65)
C (-2.18, -0.10, 3.35)
C (-2.02, -1.17, 2.40)
H (-2.47, -0.22, 4.41)
C (-1.89, -0.58, 1.08)
C (-1.88, 0.86, 1.24)
H (-1.75, 1.60, 0.46)
H (-2.08, 2.13, 3.09)
H (-2.06, -2.23, 2.63)
H (-1.90, -1.11, 0.14)
W (0.09, -0.28, 2.14)
O (0.42, 1.19, 5.53)
C (0.42, 1.04, 4.39)

<S²> = 2.022
DFT total energy = -32239.89444 eV
E_HOMO (spin up / spin down) = -16.49 / -16.50 eV
Total charge = +2
LUMO energy (spin up / spin down) = -9.404 / -9.947 eV
2S+1 = 3
Orbital gap (spin up / spin down) = 7.08 / 6.55 eV
ΔE to the lowest compared entry with this formula, charge and spin = 0.0000 eV

---

What did the third record say?
A structure of composition C15H19ClOW at a distorted geometry. Source: the OMol25 dataset; level of theory: ωB97M-V/def2-TZVPD.

CARTESIAN COORDINATES (ANGSTROEM)
C (0.22, 0.66, -3.36)
C (1.60, 1.22, -3.68)
C (0.00, -0.68, -4.08)
C (-0.88, 1.66, -3.74)
Cl (0.10, 0.36, -1.51)
H (0.04, -0.52, -5.17)
H (-1.00, -1.10, -3.87)
H (0.78, -1.41, -3.84)
H (1.68, 1.40, -4.77)
H (2.40, 0.51, -3.43)
H (1.77, 2.19, -3.20)
H (-0.85, 1.85, -4.82)
H (-0.72, 2.63, -3.25)
H (-1.88, 1.27, -3.51)
C (1.70, -1.41, 3.08)
C (0.96, -2.24, 2.15)
C (1.12, -1.68, 0.84)
H (0.46, -3.17, 2.40)
C (1.87, -0.46, 0.97)
C (2.22, -0.29, 2.35)
H (2.79, 0.56, 2.75)
H (1.91, -1.65, 4.12)
H (0.82, -2.13, -0.10)
H (2.21, 0.18, 0.15)
C (-2.04, 1.14, 2.65)
C (-2.18, -0.10, 3.35)
C (-2.02, -1.17, 2.40)
H (-2.47, -0.22, 4.41)
C (-1.89, -0.58, 1.08)
C (-1.88, 0.86, 1.24)
H (-1.75, 1.60, 0.46)
H (-2.08, 2.13, 3.09)
H (-2.06, -2.23, 2.63)
H (-1.90, -1.11, 0.14)
W (0.09, -0.28, 2.14)
O (0.42, 1.19, 5.53)
C (0.42, 1.04, 4.39)

<S²> = 2.022
DFT total energy = -32239.89444 eV
E_HOMO (spin up / spin down) = -16.49 / -16.50 eV
Total charge = +2
LUMO energy (spin up / spin down) = -9.404 / -9.947 eV
2S+1 = 3
Orbital gap (spin up / spin down) = 7.08 / 6.55 eV
ΔE to the lowest compared entry with this formula, charge and spin = 0.0000 eV

---

The lowest DFT total energy belongs to which entry?
C15H19Br24IO2

---

What is the DFT total energy in the first record?
-19937.87998 eV